Computed, not measured: 16 unconnected molecules or ions with the total composition C20H72N12O16 in a non-equilibrium geometry, with the ωB97M-V functional and the def2-TZVPD basis.

Structure (XYZ):
```
120
Properties=species:S:1:pos:R:3:forces:R:3
C -4.76762 1.27719 -1.74852 -0.219 -0.745 -2.251
C -3.76462 0.19719 -2.33052 -0.727 2.262 2.301
O -2.55762 0.38219 -1.64652 1.641 -0.068 0.612
H -4.74062 1.36319 -0.66752 -0.022 -0.396 0.020
H -5.75062 0.90519 -2.10152 0.123 0.696 0.530
H -4.58362 2.29219 -2.16752 -0.089 -0.696 0.129
H -3.55862 0.30519 -3.36852 -0.113 0.188 -0.945
H -4.14662 -0.76481 -2.09452 -0.584 -1.055 -0.016
H -2.70162 0.25219 -0.65152 0.147 0.262 -1.403
C 0.65538 2.96519 2.52148 -1.192 1.556 1.568
C 1.89038 3.02319 3.38648 0.319 0.270 -1.764
O 1.81238 4.08619 4.32548 -0.379 0.645 -2.433
H 0.70138 3.71919 1.76948 -0.029 0.745 -0.572
H -0.30062 3.22019 3.15948 1.718 -0.966 -1.117
H 0.65338 2.02519 2.02548 -0.531 -0.946 -0.265
H 2.79638 3.11519 2.75048 -0.486 0.373 0.207
H 1.98038 2.02519 3.74648 0.220 -0.634 1.432
H 1.95738 3.68519 5.12748 0.569 -0.986 3.112
C -1.82062 3.01619 0.41148 -0.168 0.431 2.805
C -3.02462 3.88819 0.25648 -0.099 1.023 -0.761
O -2.96862 4.53619 -0.99752 0.156 1.105 -0.598
H -0.89562 3.46519 0.11848 0.274 1.046 -0.225
H -1.76762 2.09819 -0.03652 -0.660 -2.329 -1.440
H -1.68262 2.80119 1.48048 -0.023 -0.053 -0.112
H -2.90962 4.67419 0.99748 -0.230 0.236 0.074
H -4.07862 3.56319 0.28948 0.591 -1.011 0.796
H -2.95462 3.85819 -1.66552 -0.001 -0.341 -0.452
C 3.64238 0.31319 -2.30852 0.432 -0.933 -1.182
C 2.93438 0.54919 -3.62952 -0.650 -0.423 1.621
O 3.42538 -0.28181 -4.64852 0.390 -0.482 0.034
H 4.61738 0.70419 -2.26852 1.640 0.291 -0.574
H 3.68038 -0.70881 -2.01352 0.264 -1.023 0.040
H 3.24338 0.76819 -1.47052 -1.726 1.243 1.311
H 3.06538 1.56419 -3.84652 0.108 1.703 -0.718
H 1.86538 0.39219 -3.45152 -0.023 -0.025 -0.240
H 2.97538 -0.05781 -5.46652 -0.200 0.066 -0.097
C -3.34962 -1.37681 0.62948 -11.190 0.937 -2.227
O -4.67662 -1.63981 0.33148 5.983 0.434 1.709
N -3.01762 -0.14181 0.90148 -0.049 5.027 2.584
N -2.37562 -2.08781 0.28548 2.581 -5.292 -1.023
H -3.76462 0.58919 1.09748 1.074 -1.948 -0.311
H -2.18262 0.03619 1.49948 -0.410 -0.036 -0.022
H -2.59062 -3.08781 0.16748 0.659 0.691 0.334
H -1.46262 -1.74181 0.50448 1.239 -0.464 0.195
C 3.36638 -0.96781 1.42548 -2.668 4.176 5.341
O 2.66738 -0.04681 2.21248 2.646 -2.936 -3.268
N 4.56438 -0.76281 0.99648 3.678 2.777 -1.947
N 2.97938 -2.17281 1.34948 -0.923 -2.673 0.396
H 4.75438 0.23819 0.91448 0.621 -0.668 0.002
H 5.18638 -1.45081 0.51648 -1.372 0.936 0.619
H 2.06638 -2.22081 1.65648 -2.231 -0.694 0.869
H 3.10138 -2.66381 0.48748 0.431 -0.698 -1.202
C 1.88538 -3.00081 -1.85452 4.834 -1.067 4.661
O 3.04038 -3.06881 -1.09752 -4.503 -0.342 -3.231
N 0.78138 -3.65581 -1.55452 -1.538 -2.470 2.135
N 1.84938 -2.24981 -2.88552 -0.854 2.767 -3.806
H 0.69738 -4.24481 -0.70252 0.575 1.049 -0.607
H -0.12862 -3.66681 -2.00152 0.634 0.808 -0.619
H 2.65338 -1.69481 -3.15652 -0.072 -0.565 0.137
H 0.93638 -1.85181 -3.26952 1.869 -0.846 1.112
C -1.80062 0.67119 4.26448 2.323 -2.703 -5.769
O -1.31362 0.28119 3.05148 -2.540 2.008 4.145
N -1.15262 0.25819 5.29848 0.868 0.030 2.943
N -2.92862 1.29119 4.51848 -3.336 1.985 -0.679
H -0.28062 -0.19481 5.19348 1.212 -0.529 -0.554
H -1.34062 0.67919 6.18948 -0.065 -0.137 0.237
H -3.57262 1.45419 3.73448 0.707 0.010 0.710
H -3.30062 1.57319 5.45248 0.938 -0.689 -1.337
C -0.10762 -0.86481 -4.94552 0.700 9.188 -4.368
O 0.06838 0.29419 -5.70652 -0.429 -5.536 3.405
N -0.05062 -2.01281 -5.45652 0.654 -5.051 -3.667
N -0.36662 -0.85981 -3.68952 -0.850 1.329 2.957
H 0.23238 -2.00581 -6.41652 -0.004 -0.315 -0.385
H -0.01562 -2.90781 -4.97252 0.117 0.695 -0.048
H -0.46962 0.03519 -3.25652 -0.130 0.295 0.477
H -0.91962 -1.62581 -3.32852 -0.309 0.270 0.683
C 2.31038 4.28119 -0.50952 6.550 0.525 5.373
O 3.37738 4.67119 0.28848 -4.874 -1.799 -3.973
N 1.61938 5.16019 -1.17152 -1.876 3.703 -1.526
N 1.94738 3.01319 -0.61352 0.168 -0.634 0.109
H 1.90838 6.13519 -1.01052 -0.282 -0.964 -0.083
H 0.68138 5.05319 -1.58952 1.069 -0.365 0.485
H 2.53938 2.29319 -0.18452 -0.918 0.645 -0.247
H 1.06238 2.88719 -1.08752 0.208 -1.212 -0.037
C -0.60662 -2.93181 3.45048 0.281 -0.512 1.488
O 0.78938 -3.11081 3.14848 -1.266 0.448 0.070
H -0.84462 -2.03481 4.00048 0.444 0.360 0.250
H -0.99562 -3.78181 4.00648 0.128 -0.219 0.221
H -1.21362 -2.87081 2.59848 -0.311 0.019 -1.688
H 1.25938 -2.90081 3.95148 0.482 0.230 0.372
C -0.30662 2.42119 -3.53152 0.860 -2.141 -0.497
O -0.25162 1.99719 -2.18252 -1.678 -0.215 0.671
H 0.64538 2.18719 -3.97852 0.505 0.226 -0.100
H -0.54662 3.40519 -3.75552 -0.530 2.227 0.345
H -0.95662 1.80219 -4.11652 -0.714 -0.345 -0.268
H -1.15962 1.64419 -1.92352 1.240 0.436 -0.361
C -2.68162 -3.21181 -3.51452 0.404 -1.522 0.887
O -1.86962 -2.64581 -2.52352 -0.255 -0.006 1.864
H -1.93262 -3.43481 -4.25752 -0.633 -0.456 -0.907
H -3.41162 -2.50381 -3.82252 -0.783 0.357 -0.650
H -3.12362 -4.13381 -3.06952 -0.007 0.484 -0.917
H -2.40062 -2.51881 -1.71352 0.509 0.436 -0.317
C 0.32338 -0.29081 -0.16252 0.981 -0.454 -1.019
O 0.39338 -1.23281 0.93648 -1.241 1.099 -0.048
H -0.36362 -0.73481 -0.92552 0.177 0.660 0.692
H 1.30338 -0.27181 -0.70552 -0.488 -0.011 0.612
H 0.09238 0.78119 0.05548 -0.144 -1.098 0.326
H 0.40538 -0.75981 1.79848 0.221 -0.007 -0.685
C 1.48238 -5.28181 1.11848 0.818 -1.345 0.753
O 0.28338 -4.59581 1.06848 -1.495 0.160 -0.964
H 1.61738 -5.66581 2.11348 0.498 0.036 0.758
H 2.31938 -4.69381 0.80848 0.643 0.476 -0.109
H 1.51738 -6.19681 0.52648 -0.656 0.186 -0.529
H 0.35638 -3.83081 1.65748 0.344 -0.281 -0.200
C 2.05938 0.08019 5.78248 -1.410 0.199 -0.231
O 1.48538 -0.76981 4.76948 -0.884 -0.557 2.722
H 3.10638 0.28419 5.56548 -0.092 0.166 0.197
H 1.90838 -0.41181 6.76148 0.438 -0.007 -0.522
H 1.42238 1.01519 5.84848 1.056 -0.571 -0.199
H 1.86438 -0.64881 3.92348 1.205 0.862 -2.127
```
Positions in Å, forces in eV/Å.

***

Computed, not measured: a molecular structure, C20H74F2I2N3O27 in a non-equilibrium geometry, with the ωB97M-V functional and the def2-TZVPD basis.

Structure (XYZ):
```
128
Properties=species:S:1:pos:R:3:forces:R:3
C 2.86311 2.95672 1.35865 -0.021 0.070 0.696
C 1.48694 3.57765 1.10362 0.164 0.007 -0.080
C 1.04278 3.47638 -0.35150 0.222 0.684 0.031
O 0.94555 2.14644 -0.90295 -0.156 -0.283 0.106
C 0.26394 1.22882 -0.06035 0.210 0.402 -0.146
C -0.35583 0.07529 -0.87904 0.679 -1.278 -0.253
N -1.22271 -0.78803 -0.02996 -0.875 1.568 0.114
C -1.01121 -0.64360 1.42613 -0.364 0.385 0.020
C -1.78148 0.29456 2.32527 -0.262 0.265 -0.495
O -0.17839 -1.34422 1.88880 1.039 -0.773 0.503
C -2.58651 -1.05805 -0.44249 0.025 -0.101 0.137
C -3.77511 -0.22126 -0.07164 -0.064 0.633 -0.066
O -2.74749 -2.03514 -1.12309 -0.077 -0.350 -0.696
C -0.96987 0.63536 -2.17108 -0.799 1.115 0.138
O -2.18593 1.26699 -2.10769 0.480 -0.709 0.276
C -2.18960 2.64304 -2.56556 -0.472 0.806 -0.398
C -3.48636 3.29348 -2.07097 0.520 -0.476 0.511
N -1.00268 -0.57394 -3.15158 0.680 0.210 -1.376
O -2.30405 -0.96455 -3.63272 0.199 -0.084 0.087
C -2.55327 -0.32662 -4.76385 0.550 -1.925 3.654
N -2.78704 0.21504 -5.71806 -0.610 1.735 -3.157
C -0.09678 -1.67466 -2.64249 0.319 -0.829 -0.117
C 0.83536 -2.20270 -3.75832 -0.332 -0.150 0.103
C 0.16414 -3.37302 -4.50507 -0.325 0.331 0.419
F 0.66684 -3.48240 -5.80663 -0.070 -0.027 0.688
C 0.68109 -0.93414 -1.52524 0.596 0.356 -0.179
F 1.55875 -0.10936 -2.31628 -0.443 -0.234 0.130
C 1.58204 -1.77240 -0.61630 0.039 -0.141 0.094
I 3.35400 -0.74395 -0.07349 -0.347 -0.155 -0.064
C 1.34525 -3.02027 -0.17285 -0.157 0.437 -0.410
C 0.12995 -3.86239 -0.51032 0.273 -0.499 0.451
I 2.70393 -3.99376 1.08843 -0.074 0.021 -0.267
H 3.11357 3.10302 2.41905 -0.059 -0.045 -0.323
H 3.64601 3.44232 0.76704 -0.271 -0.268 -0.002
H 2.86435 1.87080 1.20081 0.049 0.284 -0.148
H 0.73960 3.17889 1.80548 0.159 0.032 -0.259
H 1.54266 4.65500 1.32830 -0.066 -0.237 -0.084
H 1.79714 3.97620 -0.97624 -0.208 -0.224 0.100
H 0.09378 4.01821 -0.50490 0.007 -0.308 0.063
H -0.55277 1.76008 0.45410 0.145 -0.249 -0.087
H 0.97820 0.82310 0.67290 -0.414 0.022 -0.016
H -2.10313 1.21847 1.82919 0.030 -0.258 0.233
H -2.66714 -0.22591 2.71383 0.108 0.166 0.000
H -1.11978 0.53919 3.16183 -0.201 -0.116 -0.163
H -3.52806 0.70271 0.45504 -0.163 -0.367 0.015
H -4.22365 0.07690 -1.02950 0.082 -0.131 0.217
H -4.54203 -0.79846 0.45783 0.400 0.126 0.012
H -0.25113 1.29709 -2.67154 0.181 -0.270 0.512
H -1.33862 3.18425 -2.14231 0.088 -0.308 -0.037
H -2.10742 2.68325 -3.66051 -0.024 -0.286 0.156
H -4.21888 2.50631 -1.84564 0.049 0.283 -0.305
H -3.89488 4.00999 -2.78626 0.105 -0.122 0.127
H -3.26309 3.76784 -1.10806 -0.328 0.056 -0.353
H -0.52596 -0.25360 -4.00427 -0.077 0.109 0.133
H -0.70724 -2.52453 -2.33549 -0.258 0.626 0.542
H 1.73985 -2.54665 -3.24176 -0.035 0.106 -0.295
H 1.12133 -1.41370 -4.46563 0.018 -0.112 0.137
H -0.92836 -3.23143 -4.56242 0.337 -0.010 -0.270
H 0.34094 -4.29927 -3.94238 0.061 0.040 -0.445
H 0.16863 -4.79775 0.06290 -0.046 0.290 -0.189
H -0.79808 -3.35122 -0.24911 0.096 0.056 -0.244
H 0.14452 -4.18080 -1.56162 -0.042 0.145 0.179
O 1.96729 -4.65052 4.58497 -0.043 -0.083 -0.027
H 1.96728 -4.40405 3.65219 -0.093 0.013 0.143
H 1.04083 -4.62623 4.85123 0.044 0.099 0.087
O -4.58660 3.59207 0.85802 -0.212 -0.084 0.206
H -5.15891 4.32086 0.59158 0.045 0.010 0.047
H -5.19309 2.85761 1.03556 -0.025 -0.107 0.067
O 1.29453 3.04458 4.22131 -0.061 -0.036 0.074
H 1.77696 3.33942 5.00374 0.045 -0.029 -0.037
H 0.73524 2.33612 4.55738 0.025 0.018 0.031
O 3.77336 2.31176 -1.81781 0.152 -0.160 -0.524
H 2.87125 1.98160 -1.69277 -0.047 -0.020 0.227
H 4.01880 2.05399 -2.71476 -0.066 -0.038 -0.022
O 0.43310 -6.79435 0.90750 -0.099 -0.006 -0.225
H -0.41093 -7.25978 0.91660 0.051 -0.063 0.191
H 1.08690 -7.50098 0.88547 0.027 0.052 0.047
O 4.57882 4.75383 -0.81187 0.180 0.616 -0.314
H 4.73844 4.00051 -1.39838 -0.250 -0.101 0.297
H 4.02121 5.34063 -1.33735 0.026 -0.041 -0.026
O -5.62389 0.91665 2.14201 0.073 0.268 -0.048
H -5.10450 1.13055 2.93074 0.011 -0.178 0.054
H -6.18915 0.19380 2.43333 -0.047 0.100 0.038
O 2.72234 -5.19487 -4.60069 0.011 -0.121 -0.109
H 3.07494 -5.87113 -5.19109 -0.001 0.024 0.010
H 2.21287 -4.62880 -5.19273 0.074 0.011 -0.068
O 0.18575 4.58705 6.35471 -0.149 0.266 -0.070
H 0.10566 4.69248 5.39709 0.020 -0.163 -0.005
H -0.71590 4.63383 6.69028 0.053 -0.031 0.077
O -3.23749 3.26636 3.43870 -0.017 -0.060 0.010
H -3.75613 3.58416 2.68473 0.047 0.026 -0.155
H -3.15643 4.02805 4.02035 -0.021 -0.042 0.015
O -4.29983 -0.46699 4.39844 0.024 0.022 0.210
H -3.78481 -0.23146 5.17772 -0.016 0.062 -0.041
H -4.85597 -1.20602 4.68429 -0.005 -0.085 -0.234
O 6.30057 6.72717 -2.69296 -0.126 -0.146 -0.101
H 5.98483 6.03591 -2.09914 0.127 0.024 0.188
H 6.92810 6.28107 -3.27069 0.023 0.079 0.021
O 0.53339 7.71522 6.09781 -0.075 -0.049 -0.100
H 0.51709 6.76722 6.27818 0.048 -0.019 0.123
H -0.38600 7.99600 6.12924 0.046 0.028 0.041
O -1.37821 1.61926 -8.34281 0.145 -0.094 0.131
H -1.74272 0.91909 -7.79124 -0.136 0.043 -0.048
H -0.73687 1.18022 -8.91080 -0.048 0.054 -0.050
O 3.81216 7.18727 1.38171 -0.198 -0.103 -0.096
H 3.99141 6.45617 0.77998 0.179 -0.041 0.064
H 3.25841 7.79337 0.87933 0.072 0.049 0.048
O -5.73507 -2.82175 3.54958 -0.126 0.162 -0.081
H -6.63411 -3.14580 3.42456 0.033 -0.059 0.097
H -5.43470 -2.59454 2.66342 0.070 -0.078 0.031
O 4.33960 -6.90787 -2.50442 0.084 -0.125 0.028
H 4.71666 -7.62037 -3.03147 -0.059 0.013 -0.015
H 3.83683 -6.36294 -3.12011 0.001 0.111 0.091
O -0.50434 -8.17830 3.52743 -0.012 0.007 0.012
H -0.74215 -7.27722 3.76809 0.021 -0.024 0.000
H 0.38498 -8.28791 3.88058 -0.029 -0.017 0.000
O 0.54126 -3.71687 7.07907 0.015 0.046 -0.036
H 0.26412 -3.12222 7.78253 0.005 -0.059 0.004
H 1.50376 -3.66444 7.06930 -0.019 -0.029 -0.065
O -5.86303 -1.58447 -3.03055 0.238 0.125 0.004
H -6.04611 -0.66676 -2.80330 -0.088 -0.040 -0.046
H -4.94163 -1.72141 -2.78041 -0.069 -0.110 0.128
O 6.52629 1.22233 -1.49223 -0.194 -0.090 -0.037
H 6.59372 0.26427 -1.42349 0.107 0.039 -0.022
H 5.58222 1.40715 -1.39778 0.019 0.040 0.123
O 6.34397 -8.18771 -0.32161 -0.018 0.002 -0.021
H 5.88808 -8.10440 0.52115 0.027 -0.018 -0.025
H 5.85581 -7.61314 -0.92143 -0.081 0.101 0.019
```
Positions in Å, forces in eV/Å.

Computed properties:
total charge: +1

***

Here are the calculated M numbers, same order: 736.864, 1080.610 (g/mol).
Here are the calculated energy numbers, same order: -2665.996837, -3796.882332 (Ha).